# 1
20
Properties=species:S:1:pos:R:3:forces:R:3:mulliken_charge:R:1 method="wB97M-V/def2-TZVPD" gap_ev=9.235 de_lowest_kj_mol=232.3 total_energy_ev=-13900.5271
C -0.9416 0.7409 -0.1866 -0.22 1.20 -0.90 -0.414
C 1.4849 -0.4209 0.2745 0.65 -0.56 0.32 0.533
C 1.3717 -0.8511 -1.1854 -0.60 0.21 0.03 -0.179
N -1.0895 1.4124 0.9801 -0.42 0.31 0.53 -0.332
N -1.6581 -1.1314 0.6159 0.28 -1.15 0.54 -0.607
N 2.1938 0.7206 0.4461 -0.15 -0.07 0.06 -0.339
O -1.9735 0.9179 -1.0632 0.21 -0.56 0.84 -0.303
O 1.1393 -1.1378 1.2178 0.20 0.47 -0.46 -0.785
O 1.2222 0.2428 -2.0583 0.27 0.03 -0.34 -0.564
H -2.7896 1.1516 -0.5924 -0.16 0.30 -0.06 0.280
H -0.7232 -1.3564 1.0245 -0.73 -0.03 -0.74 0.292
H 0.3647 0.6608 -1.8385 0.28 -0.27 0.32 0.411
H -1.9206 1.2285 1.5528 0.39 0.49 -0.37 0.258
H -0.2476 1.5577 1.5230 -0.17 -0.39 -0.10 0.255
H -2.3448 -1.4840 1.2838 -0.08 0.11 -0.21 0.241
H -1.8060 -1.6041 -0.2741 0.22 -0.15 0.39 0.237
H 2.4670 0.9998 1.3737 -0.05 0.00 -0.11 0.271
H 2.4153 1.2807 -0.3615 -0.02 -0.01 0.09 0.223
H 2.2955 -1.3676 -1.4608 -0.03 0.05 0.07 0.356
H 0.5403 -1.5603 -1.2712 0.15 0.04 0.10 0.164


# 2
13
Properties=species:S:1:pos:R:3:forces:R:3:mulliken_charge:R:1 method="wB97M-V/def2-TZVPD" gap_ev=9.507 smiles="CO/C(N)=C/C#N" de_lowest_kj_mol=300.9 total_energy_ev=-9270.3828
C -2.2353 -0.0812 0.2858 2.59 -0.73 -1.70 -0.525
C 0.3085 -0.1673 -0.0936 -3.50 -0.71 -0.72 0.617
C 1.3503 -1.0243 0.0236 0.77 -2.80 -0.76 -0.520
C 2.6020 -0.3894 0.1049 -0.56 -0.13 -0.34 0.320
H -2.9578 -0.9622 0.1401 0.90 1.85 0.01 0.199
H -2.3569 0.8782 -0.3478 -0.90 -1.53 1.79 0.265
H -1.9237 -0.0038 1.3510 -0.74 0.54 -0.75 0.284
H -0.3306 1.5708 -0.6612 -3.42 1.99 -3.51 0.197
H 1.2065 1.5854 -0.1412 -0.93 0.14 0.31 0.262
H 1.4899 -2.2311 -0.2425 -1.37 3.59 1.03 0.244
N 0.2473 1.2039 -0.0465 6.26 -1.66 3.82 -0.469
N 3.5540 0.2386 0.0385 1.33 0.70 0.23 -0.463
O -0.9544 -0.6176 -0.4111 -0.44 -1.25 0.60 -0.412


# 3
84
Properties=species:S:1:pos:R:3:forces:R:3:mulliken_charge:R:1 method="wB97M-V/def2-TZVPD" gap_ev="6.741 / 6.921" spin_multiplicity=2 total_charge=-2 de_lowest_kj_mol=176.7 s2=0.783 total_energy_ev=-113116.9880
Cs 1.0006 -0.4784 0.5733 -0.16 -1.18 -0.68 1.766
C 3.1464 6.1719 3.8816 0.08 0.15 0.15 -1.504
C 2.2822 5.0942 3.2896 -0.10 0.02 -0.13 0.432
C 1.1901 5.4007 2.4875 -0.07 -0.09 -0.05 -1.090
C 0.4106 4.3933 1.9425 0.16 0.37 0.16 -0.174
C 0.7078 3.0545 2.1804 -0.57 -1.30 -0.35 -0.833
N -0.0402 2.0887 1.4648 -0.10 0.95 0.20 0.658
C -1.4081 2.0339 1.6151 0.91 -0.16 -0.42 0.467
C -1.9935 2.3751 2.8449 -0.19 0.02 0.15 -0.154
C -3.3543 2.2831 3.0464 0.09 0.01 0.01 -1.278
C -4.1859 1.8643 2.0143 -0.02 0.01 0.13 0.666
C -5.6706 1.7481 2.2174 -0.16 0.05 0.02 -1.545
C -3.6097 1.5341 0.7931 0.20 -0.08 -0.12 -1.022
C -2.2397 1.5675 0.5519 -0.30 0.18 -0.27 -0.805
C -1.6912 1.2390 -0.9022 0.53 -0.18 0.73 2.325
O -0.4918 0.6499 -0.9338 -1.91 1.44 -1.52 -1.253
C -1.6656 2.6007 -1.6496 0.05 0.00 -0.17 0.410
F -2.8131 3.3169 -1.5721 -0.02 0.04 0.00 -0.311
F -0.6933 3.3902 -1.1739 -0.06 -0.01 -0.04 -0.244
F -1.4229 2.4371 -2.9748 0.03 0.05 0.05 -0.265
C -2.6712 0.2688 -1.6357 -0.15 0.06 0.08 -0.129
F -3.8309 0.8402 -2.0878 -0.06 -0.07 0.03 -0.368
F -3.0130 -0.7392 -0.8252 -0.07 -0.03 -0.16 -0.226
F -2.1131 -0.2758 -2.7253 0.04 0.02 -0.03 -0.066
C 1.7998 2.7076 2.9993 0.02 0.40 -0.01 -0.486
C 2.5559 3.7531 3.5227 0.21 -0.36 0.17 -0.348
C 2.0251 1.2061 3.3467 -0.25 0.15 -0.30 1.399
O 1.0896 0.4387 2.8013 0.23 0.78 2.39 -1.060
C 2.0066 1.0572 4.9043 -0.04 0.12 0.03 0.533
F 3.1078 1.5718 5.5255 -0.04 -0.03 0.04 -0.309
F 0.9462 1.7126 5.4257 0.03 -0.04 -0.02 -0.274
F 1.9080 -0.2115 5.3037 0.01 0.06 -0.04 -0.242
C 3.4345 0.7208 2.8373 -0.47 -0.07 -0.05 0.409
F 3.4275 0.5760 1.4913 0.38 0.56 0.36 -0.271
F 3.7358 -0.4838 3.3294 0.18 0.07 0.16 -0.270
F 4.4472 1.5589 3.1360 0.31 -0.02 -0.03 -0.307
H 2.6155 7.1241 3.9327 -0.04 0.00 -0.04 0.375
H 4.0573 6.3420 3.3027 0.00 -0.05 -0.07 0.281
H 3.4595 5.9216 4.8969 -0.01 -0.06 0.00 0.359
H 0.9355 6.4343 2.2799 0.03 0.05 0.02 0.323
H -0.4263 4.6344 1.3021 -0.05 -0.03 -0.03 0.470
H -1.3354 2.6751 3.6494 0.01 0.02 0.02 0.535
H -3.7750 2.5302 4.0147 -0.01 0.00 0.02 0.311
H -5.9725 2.2049 3.1611 0.02 0.00 0.01 0.380
H -6.0004 0.7070 2.2383 0.07 -0.05 -0.01 0.290
H -6.2304 2.2402 1.4191 0.05 0.01 -0.04 0.346
H -4.2710 1.2289 -0.0044 -0.07 0.03 0.05 0.526
H 3.3899 3.4972 4.1660 -0.01 0.09 0.00 0.445
C 1.2161 -5.5170 -2.8044 -0.17 -0.23 -0.04 -0.908
C 0.0618 -5.8023 -1.9199 -0.13 -0.34 0.06 1.107
N -0.4235 -6.9894 -1.6607 0.23 0.26 -0.19 -0.965
N -1.4665 -6.7366 -0.8193 -0.19 0.03 0.12 0.173
C -1.6649 -5.4311 -0.5623 -0.16 0.55 0.29 0.207
S -2.8229 -4.6876 0.4201 0.36 -0.38 -0.33 -0.478
N -0.6635 -4.8412 -1.2764 0.00 0.22 -0.12 0.271
N -0.4751 -3.4488 -1.3736 -0.35 -0.47 0.23 -0.375
H 1.4401 -6.4437 -3.3295 0.14 0.04 -0.02 0.354
H 2.0745 -5.1939 -2.2199 0.06 0.02 0.04 0.131
H 0.9853 -4.7325 -3.5250 -0.02 0.01 0.01 0.173
H -2.0010 -7.4789 -0.4049 0.06 0.06 -0.06 0.170
H -0.3281 -3.1341 -0.4155 0.15 0.11 -0.21 0.144
H 0.3590 -3.2896 -1.9357 0.01 0.08 0.13 0.035
F 2.4461 -2.4309 0.1864 1.37 -2.11 -0.36 -0.418
P 3.2841 -3.8479 0.4379 -0.21 0.64 0.16 1.291
F 1.9070 -4.6747 0.1732 -0.01 0.01 -0.01 -0.372
F 4.0827 -5.2264 0.6620 0.05 -0.06 0.07 -0.379
F 4.6239 -2.9841 0.6793 0.01 -0.11 -0.02 -0.397
F 2.9193 -3.7489 2.0045 0.07 -0.13 -0.12 -0.391
F 3.6058 -3.9067 -1.1495 0.01 -0.02 -0.09 -0.411
C -0.7953 0.2125 -5.5229 -0.24 -0.08 -0.13 -0.995
N -0.3349 -1.1173 -5.1718 0.16 0.03 0.09 0.211
C -1.0803 -2.2465 -5.6737 -0.08 -0.09 -0.10 -1.031
C 0.6321 -1.3309 -4.2327 0.01 0.46 0.03 0.762
C 1.2197 -0.1095 -3.5693 -0.08 -0.13 -0.07 -0.578
O 0.9894 -2.4612 -3.9352 0.11 -0.32 0.15 -0.631
H -1.6490 0.0990 -6.1927 0.02 0.04 0.04 0.391
H -0.0343 0.7865 -6.0548 0.07 -0.01 0.00 0.328
H -1.1259 0.7733 -4.6544 0.01 0.07 0.08 0.253
H -1.0989 -2.2464 -6.7676 0.02 0.01 -0.01 0.358
H -2.1114 -2.2257 -5.3096 -0.01 0.00 0.03 0.360
H -0.6000 -3.1553 -5.3229 -0.04 0.01 -0.02 0.206
H 1.3499 0.7181 -4.2637 0.05 0.05 -0.02 0.370
H 2.1768 -0.3804 -3.1300 -0.02 -0.05 0.01 0.425
H 0.5412 0.2242 -2.7692 0.01 -0.03 0.01 -0.266


# 4
9
Properties=species:S:1:pos:R:3:forces:R:3:mulliken_charge:R:1 method="wB97M-V/def2-TZVPD" gap_ev=10.744 smiles="C=C.O" de_lowest_kj_mol=77.8 total_energy_ev=-4217.6615
C 0.0000 0.0000 0.0000 0.74 0.92 -0.65 -0.304
C 1.0919 -0.0346 -0.7843 -0.79 -1.04 0.53 -0.448
H -0.3112 -0.8226 0.6540 0.28 0.39 -0.29 0.233
H -0.5850 0.9262 0.0328 -0.04 -0.63 0.03 0.067
H 1.6812 -0.9583 -0.7588 0.02 0.44 -0.25 0.215
H 1.3784 0.7324 -1.5130 -0.16 -0.15 0.59 0.237
O -2.0683 1.9650 1.7174 -0.63 1.05 -0.26 -0.630
H -2.8948 2.3114 2.1239 0.89 -0.33 -0.46 0.311
H -1.8264 2.6347 1.0382 -0.31 -0.65 0.77 0.317


# 5
91
Properties=species:S:1:pos:R:3:forces:R:3:mulliken_charge:R:1 method="wB97M-V/def2-TZVPD" gap_ev=9.861 smiles="CCCOCN(CC(C)C)C(=O)OCC(=O)I.FC(F)C(F)(F)COC(F)(F)C(F)F.FC(F)C(F)(F)COC(F)(F)C(F)F.FC(F)C(F)(F)COC(F)(F)C(F)F" total_energy_ev=-116623.3853
C 0.0363 -5.0536 -6.1211 -0.02 0.05 0.12 -0.906
C 0.0400 -3.9768 -5.0285 -0.17 -0.25 0.22 -0.180
C 1.2378 -4.0716 -4.0838 -0.12 0.06 -0.29 -0.554
O 0.8365 -4.8366 -2.9497 0.15 -0.16 0.00 -0.186
C 1.6723 -4.6264 -1.8388 -0.12 0.05 -0.05 -0.964
N 1.6814 -5.7865 -0.9677 0.03 -0.11 0.25 0.857
C 1.2619 -5.4996 0.4122 0.03 -0.02 0.11 -1.440
C -0.2560 -5.3211 0.5724 0.04 0.01 0.03 1.219
C -0.6114 -5.5150 2.0480 -0.13 -0.04 -0.12 -1.679
C -1.0909 -6.2600 -0.2993 -0.02 -0.01 0.00 -1.466
C 2.9043 -6.5080 -1.0140 -0.07 0.09 -0.21 0.104
O 3.9197 -6.1805 -0.4824 0.11 0.03 0.01 -0.547
O 2.8715 -7.6352 -1.7869 0.04 0.02 0.33 -0.298
C 1.7909 -8.5118 -1.5666 -0.07 0.00 -0.17 0.437
C 1.2281 -9.1070 -2.8423 -0.05 -0.09 0.08 0.011
O 0.4346 -9.9834 -2.8279 -0.04 -0.01 0.01 -0.461
I 1.9250 -8.2891 -4.6895 0.12 0.02 -0.08 0.043
H 0.5819 -5.9342 -5.7784 -0.06 0.06 -0.06 -0.113
H -0.9783 -5.3831 -6.3478 0.02 0.08 -0.12 0.364
H 0.4993 -4.6978 -7.0429 0.03 -0.05 0.02 0.347
H -0.0498 -2.9775 -5.4534 0.11 -0.03 -0.03 0.089
H -0.8358 -4.1206 -4.3905 0.00 0.11 -0.03 0.266
H 2.0723 -4.5850 -4.5819 0.06 0.09 0.07 0.368
H 1.5912 -3.0831 -3.7710 -0.13 0.01 0.03 0.304
H 2.6881 -4.3710 -2.1675 -0.01 -0.06 0.01 0.458
H 1.2731 -3.7868 -1.2562 0.14 0.04 -0.03 0.373
H 1.5974 -6.3282 1.0439 -0.06 -0.05 -0.11 0.491
H 1.7788 -4.6088 0.7921 -0.02 -0.05 0.06 0.369
H -0.5074 -4.2883 0.3064 0.03 -0.05 -0.11 0.271
H -1.6940 -5.4766 2.1831 0.03 0.12 0.04 0.406
H -0.2890 -6.5081 2.3747 0.04 0.06 0.05 0.397
H -0.1517 -4.7618 2.6900 0.02 -0.05 0.01 0.382
H -0.6706 -6.3828 -1.2973 -0.02 0.08 0.02 0.304
H -1.1877 -7.2467 0.1664 0.06 0.02 -0.04 0.315
H -2.0969 -5.8540 -0.4179 -0.02 -0.08 0.07 0.407
H 2.1216 -9.3579 -0.9575 0.02 0.05 -0.02 0.393
H 0.9531 -8.0169 -1.0716 0.01 0.06 -0.04 -0.194
C 1.8851 2.7858 -3.3021 0.26 0.35 -0.02 -0.980
C 0.7082 2.5092 -2.3588 -0.05 -0.04 -0.03 0.975
C 0.8977 1.4158 -1.3009 -0.02 0.03 0.03 0.209
F 1.0511 0.2114 -1.8873 -0.03 -0.01 0.02 -0.220
F -0.2158 1.3749 -0.5306 0.00 -0.01 0.02 -0.258
F -0.4179 2.2798 -3.0577 0.00 0.01 0.00 -0.282
F 0.5258 3.6649 -1.6424 0.00 -0.01 0.01 -0.268
O 1.7924 2.2023 -4.5854 -0.35 -0.17 0.08 -0.403
C 2.3156 0.9731 -4.8545 0.14 0.05 -0.12 0.802
C 1.2360 0.0168 -5.3808 -0.03 -0.01 0.02 0.238
F 0.2683 -0.1419 -4.4566 0.00 -0.01 0.00 -0.215
F 1.8020 -1.1896 -5.6096 0.04 0.02 -0.07 -0.242
F 2.9573 0.4442 -3.7983 0.01 -0.04 0.01 -0.279
F 3.2237 1.1117 -5.8500 0.05 -0.01 0.06 -0.315
H 1.8499 3.8590 -3.4838 0.00 -0.02 -0.02 0.451
H 2.8353 2.5672 -2.8151 -0.05 -0.11 0.03 0.371
H 1.7581 1.6265 -0.6642 0.01 -0.02 -0.03 0.192
H 0.7998 0.4036 -6.3029 0.02 0.00 -0.02 0.259
C 2.3334 6.6894 1.5279 0.30 0.16 -0.21 -0.855
C 1.4091 7.5555 2.3931 -0.02 0.05 0.01 0.974
C 1.4762 7.3554 3.9111 -0.01 0.08 -0.01 0.093
F 1.0814 6.1029 4.2324 0.05 0.04 0.08 -0.194
F 0.6402 8.2308 4.5023 0.00 -0.04 0.01 -0.269
F 0.1362 7.4467 1.9751 -0.01 0.04 -0.01 -0.200
F 1.8171 8.8461 2.1906 0.00 -0.01 0.02 -0.345
O 1.7161 5.5676 0.9303 -0.26 0.04 0.09 -0.328
C 1.7203 4.3496 1.5285 0.02 -0.18 -0.17 0.654
C 0.2915 3.8402 1.7585 0.04 -0.03 -0.01 0.319
F -0.3482 4.6968 2.5832 -0.11 -0.11 -0.07 -0.230
F 0.3539 2.6314 2.3567 -0.03 0.01 0.01 -0.282
F 2.4349 4.3285 2.6635 0.02 -0.03 0.05 -0.306
F 2.3062 3.4611 0.6728 0.14 0.06 0.09 -0.289
H 2.6153 7.3299 0.6936 -0.01 -0.03 -0.01 0.399
H 3.2460 6.4255 2.0623 -0.09 -0.03 0.10 0.334
H 2.4907 7.5231 4.2815 0.00 -0.03 0.01 0.270
H -0.2461 3.7606 0.8131 -0.01 0.01 0.01 0.211
C -5.0621 4.4561 3.7729 -0.18 0.11 -0.37 -0.756
C -5.3866 3.3418 4.7754 0.02 -0.03 0.03 0.895
C -5.9683 3.7632 6.1293 -0.02 -0.03 -0.03 0.053
F -5.0791 4.5076 6.8161 -0.02 0.00 0.02 -0.216
F -6.2411 2.6532 6.8495 0.01 0.01 0.03 -0.266
F -4.3187 2.5459 4.9612 -0.01 -0.02 0.00 -0.261
F -6.3758 2.5953 4.1911 0.00 0.01 0.01 -0.333
O -3.7050 4.8329 3.6904 0.12 -0.27 0.28 -0.295
C -3.1935 5.8568 4.4340 0.07 0.13 -0.18 0.780
C -2.0271 5.3763 5.3076 0.05 0.01 -0.01 0.645
F -2.4553 4.4309 6.1691 0.00 0.02 0.01 -0.242
F -1.5602 6.4255 6.0205 0.00 -0.01 0.02 -0.265
F -4.1344 6.4776 5.1678 -0.01 0.01 0.05 -0.305
F -2.6812 6.7734 3.5780 -0.06 0.05 0.03 -0.290
H -5.2887 4.0238 2.7992 0.02 0.02 0.00 0.394
H -5.7219 5.3125 3.9123 0.03 -0.01 0.13 0.312
H -6.8917 4.3316 5.9917 0.00 0.01 0.01 0.294
H -1.2333 4.9711 4.6815 0.01 0.01 0.02 -0.124


# 6
14
Properties=species:S:1:pos:R:3:forces:R:3:mulliken_charge:R:1 method="wB97M-V/def2-TZVPD" gap_ev=9.385 de_lowest_kj_mol=242.6 total_energy_ev=-5781.2978
C -1.6708 -0.0596 -0.1959 1.41 4.28 0.22 -1.710
C -0.4106 -0.0847 0.6088 -1.31 -0.50 2.25 0.469
C 0.6120 0.9136 0.2010 1.40 2.43 -2.13 -0.471
C 1.6160 -0.1793 -0.1777 -0.23 -0.61 -1.52 -0.460
H -1.8502 -0.7477 -0.8857 0.08 -3.53 -3.08 0.501
H -1.7150 0.8996 -0.7612 -0.26 -0.45 0.39 0.336
H -2.4919 -0.1086 0.3984 -2.53 0.16 1.98 0.394
H -0.7470 -0.2447 1.6541 0.43 0.84 -0.05 0.238
H 0.1286 1.2836 -0.7052 0.82 1.08 0.05 0.110
H 1.1946 1.6387 0.7573 -1.12 0.60 0.60 0.356
H 2.5926 -0.0248 0.3044 -0.45 -0.93 1.02 0.211
H 2.0013 -0.3903 -1.2315 -1.23 0.63 0.73 0.198
H 0.2090 -1.8356 -0.2657 0.46 -0.05 -0.01 0.239
N 0.5315 -1.0604 0.2989 2.52 -3.94 -0.48 -0.409